Formula: C4H16NO3
Source: OMol25
Level of theory: ωB97M-V/def2-TZVPD

Results
**DFT total energy**: -12032.7972 eV
**M**: 126.2 Da
**Relative energy (zero: lowest compared OMol25 entry of this formula, charge and spin)**: 1.8357 eV
**HOMO level**: -13.89 eV
**Charge**: +1
**LUMO level**: -2.90 eV
**Frontier orbital gap**: 11.0 eV

Positions of all 24 atoms, in Å:
C -0.62 -2.75 1.28
C -0.52 -1.25 1.66
C 0.49 -0.45 0.89
C 1.53 -0.78 0.17
N 1.97 0.29 -0.78
H 0.37 -3.11 0.98
H -1.33 -2.93 0.48
H -0.80 -3.30 2.21
H -0.26 -1.07 2.71
H -1.46 -0.67 1.70
H 0.13 0.62 1.09
H 1.88 -1.80 -0.01
H 1.10 0.48 -1.32
H 2.11 1.15 -0.26
H 2.75 0.21 -1.43
H 0.99 3.31 -1.81
H 0.67 3.20 -0.31
O 1.23 2.83 -1.01
H -1.15 -1.11 -2.64
H -1.01 -1.35 -1.12
O -0.80 -0.73 -1.82
H -2.23 3.32 -0.95
H -2.72 3.18 0.52
O -2.35 2.70 -0.22

***

Formula: C3H12N2O
Source: OMol25
Level of theory: ωB97M-V/def2-TZVPD

Results
**DFT total energy**: -8332.5178 eV
**M**: 92.1 Da
**Relative energy (zero: lowest compared OMol25 entry of this formula, charge and spin)**: 0.8043 eV
**HOMO level**: -9.33 eV
**SMILES**: CCO.NCN
**Charge**: 0
**LUMO level**: 0.92 eV
**Frontier orbital gap**: 10.2 eV

Positions of all 18 atoms, in Å:
C -0.17 2.27 -0.46
C -1.09 1.17 -1.09
O -1.11 1.42 -2.49
H -0.42 3.16 -1.04
H -0.39 2.38 0.59
H 0.87 1.99 -0.61
H -2.07 1.35 -0.67
H -0.57 0.23 -0.91
H -1.48 0.63 -2.91
N 0.51 -2.07 0.21
C 0.63 -1.04 1.26
N 1.08 -1.54 2.58
H 1.37 -2.23 -0.30
H 0.23 -2.91 0.69
H 1.32 -0.25 0.97
H -0.37 -0.65 1.40
H 0.83 -2.52 2.64
H 2.09 -1.54 2.69

***

Formula: C7H10O2
Source: OMol25
Level of theory: ωB97M-V/def2-TZVPD

Results
**DFT total energy**: -11508.2929 eV
**M**: 126.2 Da
**Relative energy (zero: lowest compared OMol25 entry of this formula, charge and spin)**: 7.5635 eV
**HOMO level**: -8.90 eV
**SMILES**: O=CC1(O)[C@H]2CCC[C@@H]21
**Charge**: 0
**LUMO level**: 0.74 eV
**Frontier orbital gap**: 9.6 eV

Positions of all 19 atoms, in Å:
O -3.47 -0.78 -0.30
C -2.29 -0.75 -0.43
C -1.55 0.50 0.03
O -2.21 1.66 0.41
C -0.25 0.58 -0.67
C 1.28 1.06 -0.70
C 2.05 -0.28 0.01
C 0.89 -1.16 0.44
C -0.21 -0.01 0.78
H -1.63 -1.72 -0.69
H -2.91 1.20 1.18
H 0.02 -0.33 -1.34
H 1.54 1.75 0.00
H 1.71 1.50 -1.65
H 2.38 0.30 1.11
H 3.16 -0.49 -0.54
H 0.27 -1.68 -0.55
H 1.12 -2.04 1.33
H 0.08 0.67 1.58

***

Formula: C6H9N
Source: OMol25
Level of theory: ωB97M-V/def2-TZVPD

Results
**DFT total energy**: -7855.3097 eV
**M**: 95.1 Da
**Relative energy (zero: lowest compared OMol25 entry of this formula, charge and spin)**: 2.8499 eV
**HOMO level**: -7.57 eV
**Charge**: 0
**LUMO level**: 0.65 eV
**Frontier orbital gap**: 8.2 eV

Positions of all 16 atoms, in Å:
C 2.36 -0.30 0.32
C 0.95 -0.18 -0.16
C 0.26 -1.05 -1.03
C -1.01 -0.57 -1.36
C -2.19 0.19 0.55
C -1.14 0.64 -0.48
N 0.17 0.84 0.17
H 2.45 -0.02 1.38
H 2.72 -1.32 0.19
H 3.00 0.36 -0.27
H 0.70 -1.99 -1.35
H -2.08 0.70 1.51
H -2.07 -0.88 0.71
H -3.20 0.36 0.17
H -1.41 1.56 -1.01
H 0.48 1.67 0.66

***

What did the fourth record say?
Formula: C6H9N
Source: OMol25
Level of theory: ωB97M-V/def2-TZVPD

Results
**DFT total energy**: -7855.3097 eV
**M**: 95.1 Da
**Relative energy (zero: lowest compared OMol25 entry of this formula, charge and spin)**: 2.8499 eV
**HOMO level**: -7.57 eV
**Charge**: 0
**LUMO level**: 0.65 eV
**Frontier orbital gap**: 8.2 eV

Positions of all 16 atoms, in Å:
C 2.36 -0.30 0.32
C 0.95 -0.18 -0.16
C 0.26 -1.05 -1.03
C -1.01 -0.57 -1.36
C -2.19 0.19 0.55
C -1.14 0.64 -0.48
N 0.17 0.84 0.17
H 2.45 -0.02 1.38
H 2.72 -1.32 0.19
H 3.00 0.36 -0.27
H 0.70 -1.99 -1.35
H -2.08 0.70 1.51
H -2.07 -0.88 0.71
H -3.20 0.36 0.17
H -1.41 1.56 -1.01
H 0.48 1.67 0.66